[1]
Molecular formula: C3H2N4O
Method: DFT, ωB97M-V/def2-TZVPD

```
10
Properties=species:S:1:pos:R:3:forces:R:3:lowdin_charge:R:1
C 0.91666 -1.27127 0.34903 -5.5778 -3.3600 1.8342 -0.13
N 0.71642 1.47158 0.23786 0.6511 -2.0510 -0.1007 0.10
H -0.90545 1.67575 1.13362 -2.3117 1.6370 1.3200 0.09
O -2.56606 -0.09423 -0.24710 8.5728 0.0472 -0.7353 -0.06
N -0.49449 -1.29690 0.12244 4.4102 0.5009 0.7240 0.13
C -0.51783 1.17777 0.33021 1.4550 -2.2110 -1.3734 -0.04
N 1.73922 -0.50115 -0.28310 1.3042 -1.8743 -0.2040 0.04
C -1.17476 -0.09261 -0.21796 -7.0895 -0.6399 2.5873 -0.29
N 1.54419 0.64287 -0.49298 0.8637 7.1863 -2.9653 0.00
H 1.55215 -2.02001 0.98589 -2.2780 0.7647 -1.0867 0.16
```
Forces are in eV/Å.

Its structure (SMILES) is O=c1cnnncn1. The value obtained for the highest occupied orbital energy is -10.0834 eV. As for the relative energy (zero: lowest compared OMol25 entry of this formula, charge and spin): 4.857 eV. For the largest force on an atom, the calculation gives 8.60 eV/A. As for the total energy: -409.5497 Eh. The value obtained for the molecular weight is 110.076 g/mol. Its gap between HOMO and LUMO is 7.87 eV.

***

[2]
Molecular formula: C3H5BrO2
Method: DFT, ωB97M-V/def2-TZVPD

```
11
Properties=species:S:1:pos:R:3:forces:R:3:lowdin_charge:R:1
H 1.88369 -1.09525 -0.25492 -0.5434 1.4034 0.2052 0.16
H -0.94766 2.31016 -0.19181 1.0183 2.0577 2.4561 -0.15
Br 2.28145 2.02763 -2.14347 -0.5804 -0.5160 1.0616 0.87
C 1.15626 -0.23697 -0.12512 -0.4470 -1.4849 -1.6792 -0.19
C 1.49394 1.07339 -0.74279 -1.3640 -1.0875 -0.3528 -0.64
H -0.39935 -1.31510 1.00804 0.3710 -0.9482 0.4604 0.06
O -1.31256 1.82462 -0.87204 0.5111 -2.0785 -2.3794 -0.31
O 1.77945 0.96417 0.50006 0.2361 0.9712 0.4927 0.08
H -0.86857 -0.94996 -0.73807 1.4605 -0.2080 0.9515 0.13
H -0.88497 0.21814 0.36148 0.2069 0.6092 0.3021 0.04
C -0.26449 -0.65433 0.18744 -0.8691 1.2816 -1.5183 -0.06
```
Forces are in eV/Å.

The value obtained for the highest occupied orbital energy (spin up / spin down) is -8.1355 / -8.1262 eV. As for the relative energy (zero: lowest compared OMol25 entry of this formula, charge and spin): 6.192 eV. For the largest force on an atom, the calculation gives 3.36 eV/A. As for the total energy: -2841.5713 Eh. The value obtained for the molecular weight is 152.975 g/mol. Its gap between HOMO and LUMO (spin up / spin down) is 6.35 / 6.34 eV.

***

[3]
Molecular formula: C17H26ClNOW
Method: DFT, ωB97M-V/def2-TZVPD

```
47
Properties=species:S:1:pos:R:3:forces:R:3:lowdin_charge:R:1
C -1.68207 -0.67345 1.60437 -1.3614 -0.1284 0.7833 -0.19
H 2.11924 -0.02554 -4.72133 -0.1922 0.0937 -0.3498 0.09
H 0.47451 -1.34644 2.47395 0.5386 -0.3039 -0.8915 0.12
N 0.91979 2.13168 5.01789 -0.3315 -0.0136 -1.6343 -0.20
H 2.89338 1.88188 4.34658 -0.0324 -0.0220 0.2105 0.10
H -2.54433 -2.72919 1.38088 0.2905 0.1309 -0.4188 0.15
C -1.75945 0.47682 0.80197 -0.7767 1.7839 -0.1587 -0.16
C 0.19089 2.07444 3.86564 -0.0609 -0.6453 -0.1228 -0.28
H -1.16442 1.35022 -6.20525 0.2415 -0.3203 0.5316 0.12
H -0.23086 -1.10500 -6.59441 0.0378 0.2548 0.3522 0.12
Cl -0.20727 -0.30439 -2.68866 -0.0757 0.1658 -0.0959 0.48
C 0.16420 2.23109 6.25597 -0.7047 0.1607 0.1294 -0.04
C 1.44322 -2.63891 -0.50694 -1.0931 0.7050 1.4192 -0.09
C -0.27583 -1.23678 -5.50381 -0.1176 -0.4445 1.6058 -0.08
H 2.53830 1.62382 6.10412 0.5250 -0.2620 -0.2962 0.09
H 0.88730 2.09060 7.05016 -0.2554 0.2102 0.3172 0.09
C 2.20843 1.45247 5.08082 -0.6055 -0.3129 -0.0608 -0.03
C -1.15918 1.12129 -5.12121 -0.2245 -0.1901 1.6564 -0.08
H 0.48138 -1.96240 -5.19026 0.0280 0.1458 -0.2775 0.09
H -2.14787 0.73657 -4.82177 0.3241 0.0467 -0.3812 0.09
H 1.82508 0.38976 0.99626 -0.3878 -0.4702 -0.3877 0.13
C -0.05821 0.09580 -4.79760 0.0265 0.9417 -3.7253 -0.58
H 1.68046 -3.41726 -1.19865 -0.1901 -0.2558 -0.4409 0.12
H -1.24369 -1.66606 -5.22476 0.0427 0.1633 -0.2837 0.09
C 0.72382 -2.81237 0.73291 0.2966 0.8189 -0.4749 -0.11
H -0.59493 1.42879 6.30885 0.3605 0.2584 0.1713 0.10
C -2.88098 -1.23833 -0.31059 -0.0187 0.8533 0.8979 -0.14
H 0.29740 -3.72115 1.16623 0.1826 0.2998 -0.4730 0.14
C -2.48848 0.16477 -0.39941 -1.2739 -0.2500 0.8901 -0.18
C 1.34085 0.67524 -5.05522 0.0508 -0.2655 1.7912 -0.07
H 1.47522 0.88369 -6.13229 -0.3813 -0.2101 0.4234 0.12
H 1.49806 1.60265 -4.48242 -0.1578 -0.1892 -0.3864 0.10
H -0.57393 2.87359 3.77319 0.0398 -0.4001 0.2983 0.15
W -0.66571 -1.10513 -0.29500 5.7439 -1.2743 -2.1438 1.41
C 0.77558 -1.54547 1.43310 0.3124 0.0271 0.2306 -0.22
H -1.26266 -0.70520 2.59437 -0.1066 0.1323 -0.1200 0.12
H 2.60603 -0.87897 -1.32861 -0.6627 -0.1473 0.2300 0.13
H -1.00792 2.05348 -4.54943 0.0832 -0.3039 -0.4311 0.09
C 1.93302 -1.28977 -0.56673 -0.7363 0.4898 1.4060 -0.12
H -1.36367 1.47791 1.08392 -0.1484 -1.0718 -0.3232 0.15
C 1.51719 -0.60194 0.63790 0.4119 -0.7176 -0.6258 -0.12
H -3.51716 -1.76454 -1.00182 0.1157 -0.1329 -0.1370 0.13
H -0.36012 3.19252 6.36295 0.3216 -0.2210 -0.0381 0.10
H -2.85523 0.91244 -1.13201 0.7408 -0.8354 0.3387 0.15
H 2.08222 0.38402 4.86939 0.2595 0.0356 0.2264 0.09
O 0.30061 1.22405 2.95731 0.4533 1.0881 0.7447 -0.04
C -2.33221 -1.76133 0.92945 -1.5322 0.5824 0.0240 -0.16
```
Forces are in eV/Å.

Its expectation value of S² is 2.0176. The spin multiplicity is 3. The value obtained for the highest occupied orbital energy (spin up / spin down) is -14.1517 / -14.1515 eV. As for the relative energy (zero: lowest compared OMol25 entry of this formula, charge and spin): 2.014 eV. Its net charge is +2. For the largest force on an atom, the calculation gives 6.26 eV/A. As for the total energy: -1319.9876 Eh. The value obtained for the molecular weight is 479.694 g/mol. Its gap between HOMO and LUMO (spin up / spin down) is 6.32 / 5.89 eV.

***

[4]
Molecular formula: C21H29N2O
Method: DFT, ωB97M-V/def2-TZVPD

```
53
Properties=species:S:1:pos:R:3:forces:R:3:lowdin_charge:R:1
C -6.39038 -0.17798 -1.74003 0.4981 0.1377 -0.0817 -0.08
C -0.01276 -1.49678 -1.64777 -0.6100 0.1735 -0.8854 -0.20
C 4.95813 0.46591 2.37731 -0.1743 -0.3349 -0.0212 -0.24
H 0.81345 -1.97339 2.61833 -0.2479 0.3475 0.2745 0.10
C 0.03031 0.49221 -3.08179 -0.5624 0.3068 0.3541 -0.13
H -5.80589 -0.19631 0.35542 0.0095 0.1081 -0.3859 0.10
H -0.03777 0.59218 -4.17310 0.1479 0.0054 0.3386 0.12
C 0.78531 0.57848 1.43493 -1.3144 0.1858 1.4752 0.05
C -1.52108 0.15456 2.12857 -0.6684 0.1200 -0.5012 0.00
H -1.74502 -0.83103 -0.68890 0.0021 -0.1026 -0.5321 0.09
N -0.96312 -0.45261 -1.22219 -0.2343 -0.0236 0.9500 -0.04
H 4.85326 -1.62473 1.74041 -0.2401 0.4116 0.0198 0.11
H 2.30110 2.61720 2.45593 0.2225 -0.1640 -0.1243 0.13
H 4.75390 2.53216 2.97113 -0.3011 -0.2555 -0.0834 0.13
H -7.39059 -0.55966 -1.55159 0.1813 0.0715 -0.0402 0.10
H 0.38648 1.29760 0.70071 -0.1025 -0.4003 0.4907 0.16
H -4.35153 0.80662 -4.31170 -0.1983 -0.0912 0.3937 0.12
C 2.95606 -0.62138 1.56809 -0.4540 0.3561 0.1155 -0.04
H -0.52851 -1.45488 3.69084 0.4541 0.0872 -0.2447 0.10
H -2.33340 1.74436 -3.47871 0.0322 0.2392 0.3599 0.12
C 2.87275 1.70599 2.27097 -0.5808 -0.1786 -0.4433 -0.01
H 0.39748 1.43298 -2.64346 -0.0070 -0.1814 -0.3054 0.11
N -0.07383 -0.10482 2.16554 0.9225 0.8311 -0.9841 -0.11
H -6.67393 -0.02498 -3.88792 0.2895 0.0083 0.3451 0.11
C 0.89158 -0.69926 -2.60348 0.3216 0.2463 0.1597 -0.16
C 7.09106 -0.68770 2.46879 -0.1607 0.2176 0.0374 -0.04
H 8.09034 -0.36688 2.76780 -0.1828 -0.1699 -0.0936 0.10
C 4.21539 1.66624 2.58087 0.7014 -0.7727 -0.0967 0.02
H 0.47474 -2.01715 -0.81399 -0.0025 0.3159 -0.1466 0.10
C -4.68476 0.58953 -3.28959 0.0371 0.0314 0.2851 -0.04
H -0.52192 -2.25068 -2.28026 0.0000 0.0062 0.4702 0.12
H 1.24224 -1.29487 -3.44646 0.0959 -0.0527 0.2083 0.11
H 2.45024 -1.50751 1.17293 0.2757 0.2741 0.0625 0.12
H -3.55491 0.78297 -0.08456 -0.2715 -0.0898 -0.2191 0.09
C -4.22920 0.55390 -0.91664 -0.2494 -0.1223 -0.2289 -0.06
C 4.30530 -0.68976 1.88170 0.2744 0.5121 0.1145 0.01
C -2.37792 1.32375 -2.46497 -0.1400 -0.2685 0.1713 -0.10
H 6.77496 -1.54339 3.08462 -0.0150 0.3683 -0.0822 0.10
C -3.79814 0.82232 -2.22296 -0.1016 -0.0177 0.1085 -0.23
H 1.74174 -0.31240 -2.04455 0.2568 -0.0890 -0.1628 0.09
C 0.35752 -1.11689 3.13699 0.1591 -0.4438 0.5123 0.01
H -1.76203 1.16550 2.50750 0.3396 -0.4928 -0.1409 0.12
C -1.35897 0.19366 -2.47249 0.3272 -0.8567 -1.0489 -0.37
C -5.50541 0.03092 -0.67122 0.0797 0.1222 -0.3060 -0.08
H -1.79582 -0.57478 -3.14377 -0.0258 0.0143 0.1705 0.15
H -1.88908 0.07440 1.09236 0.2164 0.0463 0.5128 0.06
H 7.09420 -0.98829 1.41021 -0.0652 0.2437 0.2690 0.10
H 1.08038 -0.70345 3.85388 -0.1341 -0.0286 -0.3454 0.12
H -2.01498 -0.58900 2.76770 0.0923 0.3585 -0.4138 0.10
C 2.20737 0.56612 1.74424 1.4840 -0.8736 -0.0798 -0.22
C -5.98119 0.11197 -3.05163 0.2370 0.0464 0.3284 -0.07
O 6.27271 0.48569 2.69826 -0.5284 -0.2333 -0.2536 -0.07
H -2.09591 2.07339 -1.71233 -0.0856 0.0505 -0.2763 0.12
```
Forces are in eV/Å.

The value obtained for the highest occupied orbital energy is -11.2578 eV. As for the relative energy (zero: lowest compared OMol25 entry of this formula, charge and spin): 1.829 eV. Its net charge is +1. For the largest force on an atom, the calculation gives 1.98 eV/A. As for the total energy: -1002.0834 Eh. The value obtained for the molecular weight is 325.476 g/mol. Its gap between HOMO and LUMO is 7.27 eV.